1.
57
Properties=species:S:1:pos:R:3:forces:R:3:lowdin_charge:R:1 method="wB97M-V/def2-TZVPD" charge=+3
Pt 0.137 -0.395 1.031 -0.002 0.049 0.032 1.330
N 4.132 -0.247 1.858 0.039 -0.002 0.046 0.238
C 4.364 -0.524 0.511 -0.068 0.001 0.004 -0.140
C 5.545 -0.691 -0.204 0.010 0.005 -0.012 0.037
C 5.409 -0.948 -1.552 -0.014 0.012 0.039 -0.015
C 4.146 -1.034 -2.166 -0.006 0.004 -0.024 -0.026
C 2.977 -0.872 -1.453 0.001 0.001 0.009 -0.014
C 3.103 -0.617 -0.089 0.088 -0.038 0.003 -0.198
N 2.158 -0.410 0.913 -0.049 -0.007 -0.038 -0.021
C 2.817 -0.185 2.049 -0.037 0.023 -0.039 -0.241
C 2.000 0.134 3.205 -0.104 -0.052 -0.052 -0.283
C 2.239 0.431 4.504 0.096 -0.009 -0.028 -0.240
S 0.780 0.768 5.324 -0.078 -0.004 -0.014 1.232
C -0.107 0.497 3.919 0.138 -0.009 0.023 -0.379
N 0.645 0.179 2.885 -0.148 -0.070 0.004 -0.149
H 4.846 -0.115 2.561 -0.003 0.000 0.001 0.200
H 6.515 -0.620 0.267 0.006 -0.005 -0.012 0.137
H 6.295 -1.083 -2.156 0.002 -0.004 0.000 0.133
H 4.094 -1.227 -3.229 0.013 -0.003 0.001 0.129
H 2.016 -0.928 -1.950 -0.006 0.003 0.019 0.105
H 3.186 0.472 5.022 -0.001 0.004 0.003 0.116
H -1.183 0.563 3.878 0.003 0.019 0.043 0.105
C -0.504 3.916 0.104 0.003 0.015 -0.034 -0.021
C 0.043 2.791 1.029 0.011 -0.128 0.080 -0.459
C 1.424 3.165 1.547 -0.001 0.004 0.007 -0.038
C 0.015 1.600 0.136 0.023 0.052 -0.183 -0.054
H -0.488 4.846 0.671 0.001 -0.003 0.006 0.111
H -1.527 3.727 -0.217 -0.002 0.007 -0.001 0.095
H 0.130 4.050 -0.773 -0.008 -0.003 -0.006 0.105
H -0.676 2.679 1.847 -0.004 -0.003 -0.013 0.133
H 2.093 3.395 0.715 0.005 -0.008 -0.001 0.106
H 1.884 2.377 2.142 -0.012 0.022 0.010 0.052
H 1.362 4.056 2.171 0.003 0.009 -0.014 0.105
H 0.876 1.501 -0.526 -0.045 0.076 -0.037 0.097
H -0.938 1.431 -0.359 0.016 0.061 -0.040 0.082
C 0.114 -3.083 0.015 -0.032 -0.035 0.142 -0.042
C -0.621 -1.981 -0.745 -0.091 -0.158 0.592 -0.227
N -2.052 -1.968 -0.520 -0.064 0.025 -0.127 -0.050
C -2.825 -2.779 -1.513 0.002 0.011 0.062 -0.152
C -3.325 -1.945 -2.676 0.004 -0.015 0.002 -0.033
C -2.615 -1.239 0.436 -0.029 0.055 -0.130 -0.352
C -4.096 -1.226 0.643 0.018 0.064 -0.060 0.051
N -1.864 -0.445 1.189 0.148 -0.092 0.005 -0.037
H 1.180 -3.083 -0.206 0.009 0.011 -0.012 0.089
H -0.299 -4.041 -0.310 0.033 0.019 -0.081 0.112
H -0.046 -3.059 1.102 0.010 0.104 -0.106 0.090
H -0.431 -2.085 -1.815 0.033 0.167 -0.043 0.152
H -0.205 -0.864 -0.664 0.083 -0.026 -0.151 0.070
H -3.630 -3.280 -0.982 0.001 -0.013 -0.030 0.126
H -2.152 -3.568 -1.849 0.003 -0.005 0.000 0.132
H -4.025 -1.176 -2.351 -0.008 0.006 0.010 0.084
H -3.846 -2.592 -3.381 0.001 0.001 -0.001 0.106
H -2.505 -1.468 -3.216 0.005 0.006 0.005 0.087
H -4.587 -2.114 0.264 0.000 -0.018 0.030 0.096
H -4.515 -0.362 0.121 -0.017 -0.007 0.007 0.122
H -4.321 -1.130 1.704 0.004 0.012 0.002 0.110
H -2.398 0.182 1.776 0.014 -0.129 0.104 0.098

***

2.
18
Properties=species:S:1:pos:R:3:forces:R:3:lowdin_charge:R:1 method="wB97M-V/def2-TZVPD" charge=0
C 0.638 1.016 -2.555 0.032 0.435 -1.080 -0.097
C 1.158 1.743 -1.482 -0.891 1.057 -2.106 -0.114
C 0.060 -0.242 -2.342 -1.736 0.557 -1.095 -0.086
C 0.986 1.290 -0.210 0.651 0.220 0.661 -0.127
C -0.162 -0.690 -1.027 0.934 0.410 -0.502 -0.096
C 0.388 0.044 0.036 0.104 0.288 -0.226 -0.345
C -1.371 -1.274 2.248 0.850 0.552 -0.923 -1.379
Si 0.363 -0.538 1.767 -2.920 -0.808 -0.820 0.604
Br -2.936 -0.326 1.594 0.348 -0.396 0.043 0.572
Br -1.401 -1.574 4.112 -0.076 0.063 1.027 0.601
H 0.579 1.549 -3.578 0.315 -1.314 1.658 0.132
H 1.456 2.773 -1.747 0.220 -0.640 0.658 0.113
H -0.478 -0.658 -3.253 0.851 0.010 1.495 0.122
H 1.331 2.001 0.554 -0.223 -0.819 0.197 0.110
H -0.760 -1.571 -0.812 0.212 -0.039 -0.208 0.100
H -1.246 -2.268 1.876 -1.032 -0.619 -0.680 -0.034
H 0.378 0.448 2.704 0.837 2.265 1.691 -0.045
H 1.016 -1.722 2.118 1.521 -1.222 0.211 -0.032

***

3.
21
Properties=species:S:1:pos:R:3:forces:R:3:lowdin_charge:R:1 method="wB97M-V/def2-TZVPD" charge=0
C 1.794 -0.373 1.557 -0.331 0.467 -0.168 -0.109
C 1.767 0.901 0.671 -1.082 -2.043 -0.971 -0.228
C 0.324 1.349 0.418 -0.850 1.092 0.754 -0.279
N -0.324 0.563 -0.631 1.012 -1.293 0.112 -0.095
C -1.813 0.551 -0.710 0.790 0.098 1.874 -0.275
N -2.507 -0.700 -0.526 0.203 -1.060 -0.132 -0.002
H 1.585 0.006 2.557 0.399 -0.732 0.355 0.071
H 1.034 -1.121 1.305 -0.412 0.434 -0.114 0.062
H 2.689 -0.987 1.423 0.353 0.605 0.562 0.071
H 2.083 0.529 -0.314 0.636 0.835 0.035 0.103
H 2.378 1.686 1.098 0.162 0.046 -0.217 0.103
H -0.255 1.313 1.377 0.231 -0.051 -0.345 0.117
H 0.289 2.384 0.105 0.176 0.457 0.004 0.104
H 0.022 -0.353 -0.360 -0.370 -0.280 -0.465 0.043
H -2.072 1.008 -1.663 -0.526 0.251 0.390 0.117
H -2.083 1.045 0.245 -0.452 0.935 -1.041 0.111
H -2.651 -1.365 -1.272 0.141 0.470 -0.581 0.069
H -2.143 -1.248 0.242 -0.097 0.259 0.350 0.079
H -0.679 -1.477 -1.402 0.390 0.030 -0.568 -0.035
H 0.648 -1.623 -2.262 -0.226 0.463 0.137 0.039
O -0.087 -2.087 -1.858 -0.149 -0.983 0.031 -0.065

***

4.
9
Properties=species:S:1:pos:R:3:forces:R:3:lowdin_charge:R:1 method="wB97M-V/def2-TZVPD" charge=0
C 1.030 -2.957 -0.663 0.007 -0.060 -0.025 -0.019
C -1.140 0.552 0.409 1.627 -0.804 3.343 -0.443
O 1.984 -2.367 -0.736 0.019 -0.648 -0.206 -0.112
P 0.290 1.694 0.290 -0.955 1.118 -0.560 0.371
Br 1.962 0.290 0.206 0.472 0.112 0.139 0.273
H 0.067 1.827 -1.117 0.487 0.112 0.200 -0.103
H -0.797 -0.399 0.047 -0.554 -0.460 -0.572 -0.013
H -2.029 0.949 0.056 -1.516 0.656 -1.409 -0.001
H -1.368 0.410 1.506 0.413 -0.027 -0.910 0.047

***

Number 1: E_tot -1570.4128 hartree, frontier orbital gap 6.387 eV. Number 2: E_tot -5709.0117 hartree, frontier orbital gap 9.828 eV. Number 3: E_tot -345.5025 hartree, frontier orbital gap 9.868 eV. Number 4: E_tot -3069.1974 hartree, frontier orbital gap 9.932 eV.